Density functional theory data (wB97M-V/def2-TZVPD) for an isolated molecule of C5H6O at a distorted geometry.

XYZ file:
```
12
Properties=species:S:1:pos:R:3:forces:R:3
C -0.071 1.531 -0.129 -0.1 -0.3 -0.6
C -0.370 0.830 1.206 0.0 0.1 0.1
C 0.028 -0.532 0.867 -0.2 -0.2 -0.6
C 0.120 -1.221 -0.131 0.2 -0.6 1.0
C 0.412 -2.242 -1.082 0.1 -0.4 -0.2
O 0.256 -2.192 -2.280 0.0 0.1 0.4
H 0.990 1.504 -0.381 0.2 0.1 0.5
H -0.457 0.755 -0.872 -0.3 2.2 0.4
H -0.381 2.588 -0.117 -0.3 -0.5 -0.5
H -1.449 0.799 1.396 0.1 0.2 0.0
H 0.101 1.290 2.076 0.1 -0.2 -0.1
H 0.821 -3.111 -0.552 0.2 -0.5 -0.3
```
Forces are in eV/Å.

Output
max |F|	2.3	eV/Å
energy above the lowest of the compared OMol25 structures with the same formula, charge and spin	2.854	eV
SMILES string	CCC#CC=O
LUMO	0.24	eV
electronic energy	-7326.431	eV
orbital gap	10.480	eV



Density functional theory data (wB97M-V/def2-TZVPD) for an isolated molecule of C5H6O at a distorted geometry.

XYZ file:
```
12
Properties=species:S:1:pos:R:3:forces:R:3
C -2.358 -0.978 1.251 0.3 0.1 -0.2
C -1.523 -0.564 0.489 -0.5 -0.2 0.3
C -0.494 -0.064 -0.418 -0.3 -0.3 -0.1
C 0.726 0.490 0.274 0.2 -1.1 -0.9
C 2.004 0.448 -0.988 -4.2 -1.1 3.0
O 2.046 -0.457 -1.770 0.8 1.5 0.5
H -3.101 -1.347 1.920 0.1 0.1 -0.1
H -0.928 0.698 -1.080 0.1 -0.2 0.1
H -0.142 -0.879 -1.063 -0.3 0.0 0.1
H 0.509 1.475 0.771 0.7 -0.5 -0.8
H 1.118 -0.167 1.061 -0.2 -0.1 -0.1
H 2.143 1.344 -0.446 3.4 1.7 -1.7
```
Forces are in eV/Å.

Output
max |F|	5.3	eV/Å
energy above the lowest of the compared OMol25 structures with the same formula, charge and spin	4.424	eV
SMILES string	C#CCCC=O
LUMO	0.60	eV
electronic energy	-7324.861	eV
orbital gap	9.474	eV



Density functional theory data (wB97M-V/def2-TZVPD) for an isolated molecule of C5H6O at a distorted geometry.

XYZ file:
```
12
Properties=species:S:1:pos:R:3:forces:R:3
C 2.821 -0.035 0.179 1.6 -0.5 0.4
C 1.543 -0.010 0.274 0.3 0.5 -0.3
C 0.304 0.033 0.287 -0.7 0.2 0.1
C -0.897 0.207 -0.180 -0.3 -0.3 0.4
C -2.054 -0.540 0.284 -0.7 -0.5 0.1
O -1.162 1.143 -1.097 0.6 1.0 -0.6
H 3.290 -0.901 0.585 0.7 -0.4 0.3
H 3.434 0.770 -0.178 0.0 0.2 -0.4
H -1.707 -1.391 0.864 -0.2 0.0 0.0
H -2.676 0.100 0.912 -0.2 -0.1 0.0
H -2.616 -0.869 -0.584 -0.3 -0.1 0.0
H -0.281 1.494 -1.345 -0.8 0.1 -0.1
```
Forces are in eV/Å.

Output
max |F|	1.7	eV/Å
energy above the lowest of the compared OMol25 structures with the same formula, charge and spin	2.594	eV
SMILES string	C=C=C=C(C)O
LUMO	0.77	eV
electronic energy	-7326.690	eV
orbital gap	8.876	eV



Density functional theory data (wB97M-V/def2-TZVPD) for an isolated molecule of C5H6O.

XYZ file:
```
12
Properties=species:S:1:pos:R:3:forces:R:3
C -2.401 -0.899 0.101 0.5 0.1 0.0
C -1.235 -0.688 0.327 -0.4 -0.1 -0.1
C 0.141 -0.410 0.660 -0.1 -0.1 0.1
C 0.645 1.018 0.483 0.0 0.2 0.0
C 1.188 -0.061 -0.386 0.2 0.0 0.2
O 0.973 -0.112 -1.756 -0.3 0.1 0.0
H -3.432 -1.094 -0.095 0.2 0.0 0.0
H 0.515 -0.957 1.522 -0.1 0.1 -0.1
H -0.073 1.697 0.027 0.1 -0.1 0.1
H 1.253 1.462 1.264 0.0 -0.1 -0.1
H 2.184 -0.433 -0.162 -0.2 0.1 0.0
H 0.243 0.476 -1.986 0.0 -0.1 0.0
```
Forces are in eV/Å.

Output
max |F|	0.5	eV/Å
energy above the lowest of the compared OMol25 structures with the same formula, charge and spin	2.613	eV
SMILES string	C#C[C@@H]1C[C@@H]1O
LUMO	0.99	eV
electronic energy	-7326.671	eV
orbital gap	10.297	eV



Density functional theory data (wB97M-V/def2-TZVPD) for an isolated molecule of C5H6O.

XYZ file:
```
12
Properties=species:S:1:pos:R:3:forces:R:3
C 2.677 0.047 0.279 -0.5 0.0 -0.1
C 1.537 0.118 -0.108 0.3 -0.1 0.1
C 0.204 0.061 -0.742 0.1 -0.2 -0.2
C -0.885 -0.746 -0.039 -0.1 -0.2 0.0
C -1.303 0.589 0.556 -0.1 0.1 0.1
O -0.628 1.238 -0.570 0.0 0.2 0.1
H 3.692 -0.026 0.612 -0.3 0.1 0.0
H 0.367 -0.205 -1.791 -0.1 0.3 0.0
H -1.629 -0.915 -0.821 0.0 -0.4 0.1
H -0.708 -1.660 0.525 0.2 0.2 0.1
H -0.829 0.973 1.462 0.1 -0.5 0.2
H -2.391 0.684 0.679 0.3 0.6 -0.5
```
Forces are in eV/Å.

Output
max |F|	0.8	eV/Å
energy above the lowest of the compared OMol25 structures with the same formula, charge and spin	3.086	eV
SMILES string	C#C[C@H]1CCO1
LUMO	1.05	eV
electronic energy	-7326.199	eV
orbital gap	11.176	eV



Density functional theory data (wB97M-V/def2-TZVPD) for an isolated molecule of C5H6O at a distorted geometry.

XYZ file:
```
12
Properties=species:S:1:pos:R:3:forces:R:3
C 1.123 -0.397 -0.529 0.0 -0.2 -0.1
C 0.343 0.781 -0.038 0.0 -0.2 0.3
C -1.084 0.399 -0.274 0.0 0.0 0.3
O -1.105 -0.899 -0.849 0.3 -0.4 0.1
C 0.040 -1.500 -0.472 0.4 -0.7 -2.3
C -0.474 0.146 1.085 -0.2 -0.2 0.7
H 2.003 -0.601 0.089 -0.2 -0.2 -0.2
H 1.413 -0.421 -1.587 0.1 0.2 0.0
H 0.656 1.828 -0.067 -0.1 -0.5 0.2
H -1.893 1.073 -0.545 0.2 -0.3 0.2
H -0.307 -0.997 1.153 -0.2 1.9 0.8
H -0.715 0.589 2.036 -0.2 0.5 -0.1
```
Forces are in eV/Å.

Output
max |F|	2.4	eV/Å
energy above the lowest of the compared OMol25 structures with the same formula, charge and spin	4.619	eV
LUMO	0.67	eV
electronic energy	-7324.666	eV
orbital gap	9.098	eV



Density functional theory data (wB97M-V/def2-TZVPD) for an isolated molecule of C5H6O.

XYZ file:
```
12
Properties=species:S:1:pos:R:3:forces:R:3
C 1.356 -0.336 -2.036 -0.3 -0.1 0.0
C 0.460 -0.134 -1.262 0.3 0.1 -0.1
C -0.194 0.340 -0.045 0.1 0.2 0.1
C -1.469 -0.346 0.468 0.1 0.0 0.0
C 0.905 0.361 1.037 0.3 0.0 0.0
O 2.086 0.282 0.823 -0.7 0.1 0.4
H 2.180 -0.515 -2.680 -0.1 -0.1 -0.2
H -0.447 1.403 -0.205 0.1 -0.1 0.1
H -2.268 -0.315 -0.278 0.2 0.0 0.1
H -1.306 -1.390 0.745 0.1 0.1 -0.1
H -1.811 0.189 1.363 0.0 -0.1 -0.2
H 0.510 0.460 2.069 0.0 0.1 0.0
```
Forces are in eV/Å.

Output
max |F|	0.8	eV/Å
energy above the lowest of the compared OMol25 structures with the same formula, charge and spin	2.144	eV
SMILES string	C#C[C@@H](C)C=O
LUMO	0.88	eV
electronic energy	-7327.141	eV
orbital gap	10.803	eV



Density functional theory data (wB97M-V/def2-TZVPD) for an isolated molecule of C5H6O at a distorted geometry.

XYZ file:
```
12
Properties=species:S:1:pos:R:3:forces:R:3
C -0.588 1.583 0.783 -1.7 -1.1 2.6
C -0.932 0.446 -0.132 1.4 -1.7 -0.3
C -1.663 -0.810 -0.161 -1.7 1.7 1.9
O -1.163 -1.291 -1.327 1.7 -1.0 -0.8
C -0.115 -0.543 -0.754 -0.9 2.0 -0.1
C 1.226 -1.118 -0.485 0.4 -1.2 -0.3
H 0.439 1.680 0.994 1.6 0.0 -0.3
H -0.996 1.474 1.883 0.2 -0.1 -2.2
H -0.939 2.534 0.442 -0.4 0.5 -0.5
H 1.379 -1.398 0.563 -0.2 0.5 0.1
H 2.050 -0.457 -0.811 -0.5 -0.3 0.1
H 1.301 -2.100 -0.995 0.1 0.7 -0.1
```
Forces are in eV/Å.

Output
max |F|	3.3	eV/Å
energy above the lowest of the compared OMol25 structures with the same formula, charge and spin	4.612	eV
SMILES string	CC1=C2O[C@@]12C
LUMO	0.88	eV
electronic energy	-7324.673	eV
orbital gap	9.521	eV



Density functional theory data (wB97M-V/def2-TZVPD) for a structure of composition C5H6O at a distorted geometry.

XYZ file:
```
12
Properties=species:S:1:pos:R:3:forces:R:3
C 1.106 -0.347 -0.414 0.2 -0.1 -0.1
C 0.355 0.950 -0.259 -0.1 -0.1 0.7
C -1.092 0.591 -0.280 -0.6 -1.1 -0.6
O -1.198 -0.891 -0.721 -0.2 1.8 -0.1
C -0.098 -1.060 0.212 0.4 -0.2 0.4
C -0.505 0.198 0.988 0.9 0.9 0.2
H 1.970 -0.368 0.256 -0.1 -0.1 -0.2
H 1.392 -0.647 -1.425 -0.1 0.0 0.0
H 0.751 1.915 -0.629 -0.5 -0.4 1.0
H -1.797 1.441 -0.364 -0.1 -1.3 -0.6
H 0.078 -2.045 0.652 -0.5 0.1 -0.3
H -0.961 0.263 1.984 0.7 0.5 -0.4
```
Forces are in eV/Å.

Output
max |F|	1.8	eV/Å
energy above the lowest of the compared OMol25 structures with the same formula, charge and spin	3.841	eV
LUMO	1.12	eV
electronic energy	-7325.444	eV
orbital gap	10.370	eV



Density functional theory data (wB97M-V/def2-TZVPD) for a cluster of 2 separate species, C5H6O in total at a distorted geometry.

XYZ file:
```
12
Properties=species:S:1:pos:R:3:forces:R:3
C 2.125 -0.393 0.080 0.0 0.0 0.0
C 0.669 -0.096 0.013 -0.8 -0.6 -0.8
C -0.179 0.731 0.526 -0.3 -0.4 -0.5
C -1.452 1.106 0.533 0.4 1.0 1.0
C -1.841 -0.741 -0.924 -1.6 -0.8 -0.8
O -2.871 -1.196 -1.076 0.6 0.3 0.2
H 2.663 0.267 0.760 -0.1 0.0 0.0
H 2.566 -0.296 -0.918 0.0 -0.1 0.2
H 2.269 -1.424 0.418 0.1 0.1 -0.1
H -1.778 1.954 -0.061 0.0 -0.1 -0.1
H -2.104 0.810 1.347 -0.1 -0.1 0.0
H -0.068 -0.723 -0.699 1.9 0.7 1.0
```
Forces are in eV/Å.

Output
max |F|	2.3	eV/Å
energy above the lowest of the compared OMol25 structures with the same formula, charge and spin	2.908	eV
LUMO	0.89	eV
electronic energy	-7326.377	eV
orbital gap	10.377	eV



Density functional theory data (wB97M-V/def2-TZVPD) for a structure of composition C5H6O.

XYZ file:
```
12
Properties=species:S:1:pos:R:3:forces:R:3
C -1.005 -0.945 -1.226 0.0 -0.2 -0.4
C 0.067 -0.371 -1.787 -0.3 -0.1 0.3
C 0.038 -0.051 -0.345 0.3 0.2 0.1
C -0.180 1.286 0.378 -0.3 0.2 -0.2
O 0.884 0.957 1.280 0.1 0.1 0.2
C 1.093 -0.343 0.712 0.2 -0.3 -0.1
H -1.580 -1.860 -1.331 0.1 0.1 0.0
H -1.200 -0.648 -0.051 -0.1 0.1 0.0
H 0.055 2.154 -0.247 0.0 -0.1 0.1
H -1.134 1.444 0.895 0.1 -0.1 -0.1
H 0.863 -1.147 1.421 0.0 0.1 -0.1
H 2.099 -0.477 0.302 -0.1 0.0 0.1
```
Forces are in eV/Å.

Output
max |F|	0.5	eV/Å
energy above the lowest of the compared OMol25 structures with the same formula, charge and spin	6.441	eV
LUMO	0.82	eV
electronic energy	-7322.843	eV
orbital gap	10.141	eV



Density functional theory data (wB97M-V/def2-TZVPD) for an isolated molecule of C5H6O at a distorted geometry.

XYZ file:
```
12
Properties=species:S:1:pos:R:3:forces:R:3
C -1.680 -0.089 0.068 -0.1 -0.2 0.1
C -0.216 0.197 0.222 0.8 -1.9 -0.7
C 0.439 1.311 -0.204 -0.5 -0.8 0.6
O 1.698 1.315 -0.478 0.1 -2.1 0.9
C 1.974 -0.691 0.006 -1.0 1.8 -0.5
C 0.802 -1.178 0.258 -1.3 3.2 -0.3
H -2.275 0.768 -0.279 0.4 -0.1 0.2
H -2.145 -0.467 0.982 0.0 0.0 -0.1
H -1.759 -0.846 -0.718 -0.4 0.0 0.1
H -0.170 2.236 -0.221 0.6 -0.3 -0.3
H 2.991 -0.413 -0.079 0.6 -0.6 0.0
H 0.350 -2.179 0.437 0.8 1.1 -0.1
```
Forces are in eV/Å.

Output
max |F|	3.4	eV/Å
energy above the lowest of the compared OMol25 structures with the same formula, charge and spin	4.118	eV
LUMO	0.02	eV
electronic energy	-7325.166	eV
orbital gap	8.001	eV